(1)
Computed, not measured: C7H33NO10 as an isolated structure at a distorted geometry, with ωB97M-V with the def2-TZVPD basis set.

Each line ends with the Mulliken charge.
Geometry (Å):
C: -3.3624 0.0621 -0.2732  -1.35
C: -2.3622 0.7322 0.6164  -0.46
C: -1.2451 0.1402 1.0531  0.63
N: -0.3954 0.7400 2.0163  -0.38
C: 1.0054 0.2922 2.0465  -0.94
C: 3.5340 0.4848 -0.8910  -1.50
C: 2.6307 0.0160 0.1967  0.53
C: 1.8795 0.8201 0.9426  0.05
H: -4.3201 -0.0741 0.2411  0.37
H: -3.0391 -0.9142 -0.6304  0.20
H: -3.5777 0.6836 -1.1513  0.33
H: -2.6573 1.7220 0.9378  0.49
H: -0.9702 -0.8761 0.7885  -0.18
H: -0.5251 1.7407 2.0555  0.41
H: 1.3912 0.6533 3.0072  0.40
H: 1.0431 -0.8008 2.0745  0.38
H: 3.0936 0.3257 -1.8883  0.24
H: 4.4486 -0.1191 -0.9282  0.38
H: 3.8417 1.5275 -0.8039  0.34
H: 2.6256 -1.0567 0.3837  -0.44
H: 1.8282 1.8987 0.8294  0.31
H: -1.0080 4.6037 0.2532  0.26
H: -0.0767 3.6799 -0.5699  0.39
O: -0.7691 3.6787 0.1333  -0.59
H: -2.3034 -3.0657 0.4779  0.42
H: -3.0215 -2.1665 1.4705  0.33
O: -2.4069 -2.9109 1.4466  -0.79
H: 2.9439 -1.5087 0.7871  0.67
H: 3.8083 -1.5628 2.1009  0.31
O: 3.8083 -1.2848 1.1878  -0.63
H: 0.6869 -1.9890 -1.1969  0.43
H: 0.0470 -0.9797 -2.1789  0.42
O: 0.0948 -1.9329 -1.9627  -0.87
H: 1.7760 3.4680 -2.1146  0.27
H: 0.6521 2.4204 -2.1887  0.48
O: 0.8176 3.3903 -2.0773  -0.70
H: -0.3168 -1.1683 2.7062  0.37
H: -0.9325 -2.4710 2.1822  0.48
O: -0.0754 -2.0693 2.4642  -0.88
H: 0.1877 0.6686 -1.1166  0.27
H: -0.9312 1.2229 -2.0479  0.37
O: -0.0228 0.8222 -2.0457  -0.90
H: -1.9753 3.1342 -2.5120  0.29
H: -1.8054 2.8278 -1.0092  0.40
O: -2.1132 2.4381 -1.8585  -0.71
H: -2.1353 -4.0139 -1.6274  0.28
H: -1.3737 -2.6523 -1.4896  0.47
O: -2.1715 -3.1533 -1.2005  -0.70
H: 0.8061 -2.1393 1.0422  0.47
H: 1.5633 -3.1090 0.0916  0.28
O: 1.3797 -2.1755 0.2296  -0.71

The value obtained for the HOMO energy is -7.889 eV. As for the energy: -29754.147 eV. The calculation puts the largest force on an atom at 15.1 eV/A. As for the total charge: 0.

***

(2)
Computed, not measured: C18H36ClF6NO6PS2V as an isolated structure at a distorted geometry, with ωB97M-V with the def2-TZVPD basis set.

Each line ends with the Mulliken charge.
Geometry (Å):
O: 0.7824 1.7011 -3.5622  -0.52
V: -0.7912 1.5357 -3.4588  1.20
O: -0.8851 0.1700 -4.2193  -0.53
C: 2.4711 2.4479 -0.6341  -1.02
C: 3.0979 2.2001 0.7153  -0.75
C: 2.6212 0.9401 1.3811  -0.09
C: 1.1358 0.9831 1.5521  -0.26
P: 0.4328 -0.5864 2.2420  0.97
C: 1.2590 -0.8607 3.8230  -0.94
C: 1.2369 -2.3441 4.3238  -0.38
C: 1.8898 -2.5007 5.7073  -0.78
C: 3.4375 -2.4799 5.7010  -1.15
C: -1.3321 -0.4131 2.5729  -0.91
C: -2.1198 -1.6042 3.0134  -0.09
C: -3.6112 -1.2430 3.0841  -0.84
C: -4.2487 -0.9459 1.7093  -1.10
C: 0.6998 -1.8864 1.0195  -1.16
C: -0.0321 -1.4911 -0.2907  0.15
C: 0.2309 -2.5177 -1.3844  -0.68
C: 1.6822 -2.6451 -1.7369  -1.16
H: 2.5447 1.5538 -1.2567  0.17
H: 2.9116 3.2947 -1.1680  0.47
H: 1.3948 2.6637 -0.5577  0.23
H: 2.9524 3.0828 1.3775  0.32
H: 4.2058 2.1242 0.6223  0.38
H: 3.1340 0.8507 2.3541  0.05
H: 2.9126 0.0641 0.8038  0.24
H: 0.6095 1.1575 0.6105  -0.44
H: 0.8148 1.8667 2.1185  0.67
H: 0.8962 -0.1270 4.5487  0.54
H: 2.3156 -0.5736 3.7591  0.25
H: 1.8731 -2.9541 3.6374  0.24
H: 0.2532 -2.8361 4.2847  0.34
H: 1.6097 -3.4828 6.1600  0.33
H: 1.4825 -1.7489 6.3873  0.39
H: 3.8005 -3.3572 5.1518  0.30
H: 3.7905 -2.5495 6.7302  0.36
H: 3.8961 -1.6224 5.2017  0.30
H: -1.7841 -0.1285 1.6168  0.05
H: -1.5075 0.4594 3.2059  0.71
H: -1.8744 -2.0514 3.9909  0.18
H: -1.9493 -2.4003 2.2760  0.24
H: -3.7358 -0.4354 3.8060  0.38
H: -4.1436 -2.0847 3.5601  0.40
H: -3.7698 -0.0585 1.2899  0.30
H: -5.3004 -0.6830 1.7989  0.40
H: -4.0825 -1.7647 1.0066  0.27
H: 0.2041 -2.7913 1.3735  0.70
H: 1.7654 -2.0792 0.9507  0.77
H: 0.2695 -0.4835 -0.5406  -0.15
H: -1.1211 -1.5019 -0.1190  0.06
H: -0.3448 -2.2409 -2.2945  0.38
H: -0.1752 -3.5049 -1.0489  0.35
H: 2.1414 -1.6837 -2.0009  0.22
H: 1.8044 -3.3302 -2.6111  0.39
H: 2.2442 -3.1103 -0.9253  0.32
Cl: -1.5432 1.5386 -1.2252  -0.52
C: 0.4582 3.3687 -6.8181  0.71
F: -0.3123 2.9219 -7.7534  -0.21
F: 1.2104 2.3908 -6.3591  -0.19
F: 1.1151 4.3949 -7.2538  -0.22
S: -0.5832 4.1272 -5.3514  0.93
O: 0.1888 4.2727 -4.1933  -0.55
O: -1.3002 5.2600 -5.8476  -0.59
N: -1.6255 2.8539 -4.9476  -0.21
S: -3.1288 2.8779 -5.6024  0.89
O: -3.9363 3.7542 -4.8280  -0.62
O: -3.0744 3.0498 -7.0119  -0.57
C: -3.7749 1.0743 -5.2124  0.67
F: -5.0642 1.0431 -5.3563  -0.20
F: -3.0779 0.2185 -5.9733  -0.18
F: -3.5467 0.8600 -3.9252  -0.24

The value obtained for the HOMO energy is -9.428 eV. As for the energy: -118499.963 eV. The calculation puts the largest force on an atom at 3.1 eV/A. As for the total charge: 0.